Here is 3 unconnected molecules or ions with the total composition C17H35N4O3 from the OMol25 dataset. Energies are from ωB97M-V with the def2-TZVPD basis set.

Geometry as XYZ:
```
59
C17H35N4O3 ωB97M-V with the def2-TZVPD basis set
C 2.876 -0.654 1.711
O 2.181 -0.420 0.434
C 1.611 0.935 0.351
C 0.514 1.255 1.559
C -0.795 2.068 0.964
N -1.667 1.234 0.051
C -2.233 0.062 0.820
C -3.449 0.125 1.901
C -3.961 -1.223 2.601
N -3.504 -2.637 2.501
C -2.388 -2.640 1.515
C -1.716 -1.473 0.647
H 3.831 -1.328 1.484
H 2.143 -1.319 2.374
H 3.183 0.317 2.290
H 2.495 1.702 0.461
H 1.114 1.020 -0.731
H 0.206 0.304 2.170
H 1.067 2.031 2.278
H -1.418 2.538 1.838
H -0.374 2.961 0.307
H -3.948 1.159 2.161
H -4.884 -1.082 3.349
H -1.915 -3.726 1.350
H -0.846 -1.717 -0.109
C -6.360 3.047 -1.935
C -4.864 3.213 -1.685
C -4.490 3.288 -0.186
O -4.782 4.545 0.431
C -6.137 4.702 0.826
N -4.385 4.395 -2.419
H -6.918 3.977 -1.795
H -6.539 2.724 -2.967
H -6.787 2.288 -1.272
H -4.367 2.328 -2.102
H -3.404 3.166 -0.103
H -4.938 2.464 0.382
H -6.581 3.762 1.166
H -6.718 5.128 0.006
H -6.166 5.417 1.653
H -3.369 4.447 -2.327
H -4.716 5.222 -1.912
C 6.915 -3.813 -2.587
C 5.471 -3.613 -2.133
C 5.345 -2.874 -0.781
O 5.644 -3.681 0.362
C 7.030 -3.814 0.638
N 4.796 -4.920 -2.097
H 7.420 -4.618 -2.047
H 6.945 -4.079 -3.650
H 7.497 -2.895 -2.459
H 4.978 -2.994 -2.892
H 4.298 -2.571 -0.660
H 5.936 -1.951 -0.770
H 7.590 -2.906 0.396
H 7.437 -4.671 0.099
H 7.143 -4.015 1.706
H 3.809 -4.771 -1.886
H 5.146 -5.420 -1.275
```

The total energy is -30290.83591 eV. As for the charge: -1. Its spin multiplicity is 1.

Atomic partial charges in e from the Löwdin method, atoms 1 to 5: atom 1 (C): -0.1359, atom 2 (O): -0.2942, atom 3 (C): -0.2244, atom 4 (C): -0.1850, atom 5 (C): -0.3539

Here is a gas-phase ion, C17H35N6O2S (charge +1) from the OMol25 dataset. Energies are from ωB97M-V with the def2-TZVPD basis set.

Geometry as XYZ:
```
61
C17H35N6O2S ωB97M-V with the def2-TZVPD basis set
C -1.273 -4.431 0.244
C -1.672 -3.182 1.024
C -1.480 -1.929 0.162
C -0.023 -1.674 -0.024
N 0.861 -1.976 0.884
N 2.070 -1.616 0.455
C 1.924 -1.077 -0.728
S 3.181 -0.460 -1.740
C 4.640 -0.827 -0.709
C 5.131 0.391 0.071
N 4.154 0.788 1.071
C 3.524 2.079 0.873
C 2.312 2.161 1.802
O 1.437 1.078 1.574
N 0.598 -1.070 -1.094
C 0.155 -0.599 -2.384
C -1.227 0.058 -2.467
N -1.595 0.942 -1.363
C -2.862 1.610 -1.684
C -3.232 2.569 -0.531
O -2.408 2.315 0.581
C -1.065 2.646 0.287
C -0.597 1.954 -1.014
N -2.113 -0.694 0.741
C -3.576 -0.779 0.818
C -1.565 -0.306 2.049
H -1.424 -5.312 0.860
H -0.224 -4.389 -0.033
H -1.872 -4.540 -0.658
H -1.044 -3.107 1.910
H -2.716 -3.275 1.322
H -1.955 -2.094 -0.810
H 4.335 -1.625 -0.035
H 5.405 -1.174 -1.403
H 6.078 0.108 0.539
H 5.336 1.212 -0.626
H 4.535 0.723 2.007
H 3.183 2.132 -0.165
H 4.191 2.934 1.062
H 1.749 3.078 1.619
H 2.647 2.156 2.848
H 2.003 0.287 1.577
H 0.162 -1.435 -3.093
H 0.917 0.112 -2.719
H -1.239 0.604 -3.423
H -2.007 -0.708 -2.531
H -3.630 0.845 -1.816
H -2.778 2.169 -2.626
H -3.123 3.613 -0.849
H -4.261 2.417 -0.204
H -0.957 3.734 0.198
H -0.481 2.294 1.137
H 0.364 1.478 -0.828
H -0.478 2.681 -1.829
H -1.881 0.087 0.020
H -3.989 -1.134 -0.124
H -3.972 0.211 1.034
H -3.883 -1.453 1.615
H -1.811 -1.054 2.799
H -0.484 -0.199 1.994
H -1.997 0.650 2.335
```

The total energy is -42061.42380 eV. As for the charge: +1. The SMILES is CC[C@H](c1nnc(SCCNCCO)n1CCN1CCOCC1)[NH+](C)C. Its spin multiplicity is 1.

Atomic partial charges in e from the Löwdin method, atoms 1 to 5: atom 1 (C): -0.0722, atom 2 (C): -0.1950, atom 3 (C): -0.2021, atom 4 (C): -0.2688, atom 5 (N): 0.0960

Here is a molecular structure, C17H35O3P3Pt from the OMol25 dataset. Energies are from ωB97M-V with the def2-TZVPD basis set.

Geometry as XYZ:
```
59
C17H35O3P3Pt ωB97M-V with the def2-TZVPD basis set
P -2.381 0.673 2.198
C -3.107 -0.691 3.071
H -3.885 -0.295 3.737
H -2.333 -1.209 3.651
H -3.551 -1.394 2.355
C -1.116 1.458 3.185
H -0.735 2.376 2.721
H -0.285 0.757 3.345
H -1.567 1.708 4.155
C -3.559 1.815 1.500
H -4.085 2.311 2.327
H -4.282 1.256 0.889
H -3.065 2.567 0.870
P -0.873 -0.354 -2.831
C -1.765 -1.915 -2.750
H -2.001 -2.238 -3.772
H -2.685 -1.777 -2.175
H -1.132 -2.654 -2.252
C -2.003 0.831 -3.622
H -1.528 1.811 -3.745
H -2.890 0.941 -2.987
H -2.294 0.431 -4.600
C 0.494 -0.586 -4.007
H 0.072 -0.710 -5.011
H 1.052 -1.484 -3.721
H 1.172 0.276 -3.993
P 2.755 -1.563 0.737
C 2.783 -3.315 1.011
H 3.802 -3.590 1.317
H 2.515 -3.841 0.086
H 2.079 -3.584 1.809
C 4.114 -0.950 -0.239
H 5.038 -1.375 0.175
H 4.168 0.146 -0.217
H 3.999 -1.281 -1.282
C 2.439 -0.685 2.255
H 3.324 -0.803 2.896
H 1.553 -1.131 2.737
H 2.256 0.384 2.080
Pt 0.175 0.871 -0.703
C -1.460 0.021 0.615
O -1.884 -1.081 0.316
C 1.232 -1.084 -0.363
O 0.838 -2.069 -0.963
C 1.838 1.828 -1.549
C 1.983 1.914 -0.134
C 0.989 2.533 0.631
C -0.275 2.780 0.053
C -0.382 2.827 -1.365
C 0.721 2.446 -2.156
H 2.595 1.320 -2.141
H 2.889 1.533 0.326
H 1.137 2.681 1.697
H -1.140 3.035 0.657
H -1.332 3.110 -1.811
H 0.649 2.469 -3.239
O -0.243 -2.116 2.823
H -0.220 -2.881 3.424
H -0.602 -2.452 1.980
```

The total energy is -55404.84950 eV. As for the charge: +4. Its spin multiplicity is 5.

Atomic partial charges in e from the Löwdin method, atoms 1 to 5: atom 1 (P): 0.9116, atom 2 (C): -0.1383, atom 3 (H): 0.1079, atom 4 (H): 0.0695, atom 5 (H): 0.0906

Here is a molecular structure, C17H36BCl3KMgN2NaO17PS from the OMol25 dataset. Energies are from ωB97M-V with the def2-TZVPD basis set.

Geometry as XYZ:
```
81
C17H36BCl3KMgN2NaO17PS ωB97M-V with the def2-TZVPD basis set
C 1.328 4.735 3.482
S 0.310 3.183 3.577
O 0.145 2.900 5.044
O -1.064 3.384 2.965
P 1.291 1.574 2.478
O 2.740 2.080 3.323
C 3.101 1.177 4.352
C 1.871 0.179 4.590
O 0.869 0.315 3.564
H 1.893 4.816 4.438
H 0.605 5.571 3.356
H 2.039 4.656 2.625
H 2.149 0.639 1.684
H 1.556 2.532 1.430
H 0.100 1.299 1.708
H 4.016 0.584 4.065
H 3.235 1.651 5.353
H 2.141 -0.854 4.920
H 1.325 0.580 5.484
Na -2.935 3.331 3.867
C -6.634 1.255 5.545
O -6.409 2.268 4.922
N -6.896 1.239 6.879
N -6.628 0.032 4.920
H -7.083 0.407 7.404
H -6.903 2.125 7.354
H -6.436 0.026 3.929
H -6.802 -0.833 5.386
K -5.621 -2.412 5.376
B 1.492 2.382 -3.150
O 0.576 1.255 -3.400
C 0.683 0.931 -4.689
O 0.067 0.048 -5.219
C 1.670 1.827 -5.339
O 1.999 1.801 -6.490
O 2.149 2.682 -4.431
O 0.761 3.558 -2.637
C 1.266 3.856 -1.447
O 0.895 4.760 -0.748
C 2.347 2.895 -1.120
O 3.006 2.882 -0.109
O 2.487 2.029 -2.111
C 1.678 -2.085 1.750
Cl 1.533 -3.540 2.727
Cl 1.581 -2.453 0.018
H 0.874 -1.394 2.018
H 2.647 -1.620 1.957
Cl -2.175 0.127 2.692
C 0.814 -5.648 -3.172
C 1.940 -5.137 -4.059
C 3.278 -5.738 -3.657
O 2.011 -3.714 -3.969
H 0.987 -5.372 -2.126
H -0.138 -5.202 -3.465
H 0.724 -6.734 -3.234
H 1.726 -5.382 -5.101
H 3.533 -5.464 -2.627
H 4.077 -5.355 -4.295
H 3.262 -6.827 -3.734
H 2.201 -3.487 -3.053
C 6.818 -0.214 1.980
O 5.872 0.256 0.990
H 7.745 -0.468 1.472
H 7.008 0.574 2.707
H 6.429 -1.101 2.485
H 5.066 0.487 1.465
Mg 3.797 -0.634 0.947
O -6.604 1.260 -4.875
C -5.581 0.695 -4.589
O -4.536 0.743 -5.425
C -3.234 0.224 -5.110
C -3.169 -1.270 -5.348
C -5.484 -0.135 -3.336
H -2.941 0.503 -4.095
H -2.538 0.726 -5.780
H -3.871 -1.815 -4.715
H -2.163 -1.643 -5.150
H -3.431 -1.499 -6.382
H -5.965 -1.097 -3.513
H -6.003 0.389 -2.535
H -4.466 -0.302 -2.991
```

The total energy is -140548.56658 eV. As for the charge: +1. Its spin multiplicity is 1.

Atomic partial charges in e from the Löwdin method, atoms 1 to 5: atom 1 (C): -0.1320, atom 2 (S): 0.6532, atom 3 (O): -0.4186, atom 4 (O): -0.5310, atom 5 (P): 0.4817

Here is 5 unconnected molecules or ions with the total composition C17H36BrN3O13PS from the OMol25 dataset. Energies are from ωB97M-V with the def2-TZVPD basis set.

Geometry as XYZ:
```
72
C17H36BrN3O13PS ωB97M-V with the def2-TZVPD basis set
C 1.844 4.181 1.415
P 1.380 4.954 -0.269
C 2.424 6.580 -0.511
N -0.310 5.521 -0.333
C -1.281 4.561 0.317
N -1.082 3.077 0.531
S -1.533 2.120 -0.858
N -2.507 5.089 0.737
C -2.903 6.545 0.622
C -3.094 7.096 -0.910
O -2.795 8.408 -1.118
Br -3.673 6.034 -2.503
H 3.001 4.303 1.574
H 1.656 3.006 1.329
H 1.189 4.553 2.313
H 1.683 7.409 -0.946
H 3.272 6.459 -1.313
H 2.803 7.015 0.518
H -0.626 5.569 -1.347
H -1.566 2.755 1.417
H -1.138 2.928 -1.972
H -3.202 4.437 1.200
H -3.963 6.672 1.155
H -2.163 7.228 1.251
C -2.424 -4.013 3.081
O -1.697 -3.598 1.926
C -1.465 -2.262 1.863
O -1.819 -1.433 2.686
O -0.771 -2.009 0.724
C -0.454 -0.633 0.524
H -2.552 -5.097 3.028
H -1.868 -3.776 3.993
H -3.416 -3.550 3.100
H 0.181 -0.261 1.334
H -1.367 -0.035 0.440
H 0.100 -0.547 -0.415
C -0.990 -1.359 -5.451
O -0.524 -0.275 -6.252
C -0.566 0.934 -5.635
O -0.956 1.145 -4.498
O -0.098 1.866 -6.503
C -0.084 3.195 -5.986
H -0.912 -2.275 -6.043
H -0.369 -1.473 -4.556
H -2.040 -1.214 -5.178
H 0.573 3.263 -5.114
H -1.098 3.522 -5.735
H 0.308 3.856 -6.764
C 0.510 -3.769 -1.704
O 0.752 -3.941 -3.099
C 1.842 -4.696 -3.387
O 2.592 -5.213 -2.574
O 1.953 -4.777 -4.737
C 3.064 -5.548 -5.190
H -0.384 -3.150 -1.590
H 0.324 -4.734 -1.222
H 1.350 -3.252 -1.227
H 2.980 -6.585 -4.848
H 4.006 -5.103 -4.852
H 3.055 -5.545 -6.283
C 2.010 -4.405 4.783
O 2.317 -4.453 6.175
C 1.229 -4.513 6.985
O 0.064 -4.527 6.620
O 1.663 -4.554 8.270
C 0.619 -4.619 9.239
H 2.953 -4.359 4.231
H 1.474 -5.308 4.474
H 1.429 -3.508 4.547
H 0.027 -5.531 9.109
H -0.018 -3.730 9.181
H 1.080 -4.647 10.231
```

The total energy is -139455.22011 eV. As for the charge: +1. Its spin multiplicity is 1.

Atomic partial charges in e from the Löwdin method, atoms 1 to 5: atom 1 (C): -0.3292, atom 2 (P): 0.8248, atom 3 (C): -0.3089, atom 4 (N): -0.1685, atom 5 (C): -0.2967

Here is a molecular structure, C17H36CdCl2O3S4Sb2Si3 from the OMol25 dataset. Energies are from ωB97M-V with the def2-TZVPD basis set.

Geometry as XYZ:
```
68
C17H36CdCl2O3S4Sb2Si3 ωB97M-V with the def2-TZVPD basis set
Cd -0.935 -0.049 1.205
S 0.208 -4.021 -1.029
Sb -1.341 -3.010 0.408
S -1.565 -1.000 -0.958
S 0.327 -1.950 1.865
C 3.272 -4.120 -2.919
Si 2.599 -2.438 -3.471
C 1.240 -2.718 -4.763
C 4.048 -1.482 -4.244
Sb 1.523 -1.378 -1.360
Si 3.690 -0.814 0.020
C 3.267 0.456 1.376
C 5.244 -0.174 -0.882
C 4.113 -2.492 0.798
Si 1.175 0.983 -2.492
C -0.175 0.755 -3.812
C 0.490 2.283 -1.279
C 2.664 1.847 -3.322
H 3.416 -4.806 -3.756
H 2.550 -4.564 -2.230
H 4.226 -4.007 -2.399
H 1.489 -3.520 -5.460
H 1.033 -1.815 -5.340
H 0.331 -3.002 -4.227
H 4.552 -2.101 -4.991
H 4.778 -1.209 -3.482
H 3.718 -0.564 -4.730
H 2.944 1.406 0.940
H 4.106 0.652 2.048
H 2.445 0.054 1.973
H 5.009 0.639 -1.572
H 5.693 -0.980 -1.465
H 5.991 0.186 -0.171
H 3.194 -2.902 1.220
H 4.868 -2.441 1.586
H 4.459 -3.186 0.029
H -0.970 0.159 -3.363
H 0.191 0.219 -4.690
H -0.604 1.705 -4.138
H -0.404 1.883 -0.795
H 0.190 3.200 -1.790
H 1.219 2.547 -0.511
H 2.884 1.397 -4.291
H 3.564 1.774 -2.709
H 2.445 2.905 -3.481
Cl -0.328 2.530 2.517
C 0.757 3.064 3.817
Cl -0.064 4.182 4.913
H 1.600 3.590 3.387
H 1.061 2.189 4.379
C -8.572 2.156 4.279
C -7.204 1.605 3.980
C -6.996 0.239 3.835
C -5.751 -0.261 3.477
C -4.698 0.612 3.283
C -4.882 1.978 3.448
C -6.128 2.471 3.791
S -3.131 0.068 2.637
O -3.314 -1.282 2.143
O -2.128 0.176 3.683
O -2.857 1.048 1.557
H -9.204 1.417 4.769
H -9.070 2.447 3.351
H -8.513 3.043 4.910
H -7.826 -0.441 3.988
H -5.595 -1.321 3.330
H -4.045 2.642 3.274
H -6.272 3.539 3.905
```

The total energy is -134020.51421 eV. As for the charge: -1. Its spin multiplicity is 2.

Atomic partial charges in e from the Löwdin method, atoms 1 to 5: atom 1 (Cd): 0.9462, atom 2 (S): -0.2687, atom 3 (Sb): 0.2584, atom 4 (S): -0.2856, atom 5 (S): -0.3134